Record 1
ORCA calculation (ωB97M-V with the def2-TZVPD basis set) on a cluster of 2 separate species, C19H25ClNO in total.

Charge: +1
Relative energy (zero: lowest compared OMol25 entry of this formula, charge and spin) (eV): 1.856
Total energy (hartree): -1328.90716
Lowest unoccupied orbital energy (eV): -5.25
HOMO-LUMO gap (eV): 6.614

Geometry (Å):
Cl -5.93337 1.59754 2.06076
O -1.79352 -1.37703 1.16527
N 0.50504 -1.49950 1.10311
C -4.26908 1.49753 -0.05231
C 2.10405 -2.18864 -2.24197
C -0.52420 1.61650 -0.45064
C -0.17513 -0.73980 -1.05500
C 2.06008 -1.96906 -0.73353
C -0.34561 1.99583 -1.90419
C -4.39698 1.66720 1.33164
C 0.68299 -1.43302 -0.27356
C 0.65547 1.95846 0.27706
C -3.26399 1.91169 2.12544
C 3.10967 -0.94486 -0.32366
C -1.84022 1.66991 0.15483
C -0.71553 -1.42177 1.74870
C -0.58731 -1.41997 3.24841
C 1.14263 2.47278 -1.99781
C 1.63500 2.41036 -0.58248
C -3.01012 1.52596 -0.64034
C 2.39519 -3.30674 -0.06979
C -2.00169 1.92885 1.53811
H -2.90575 1.41752 -1.72405
H -1.01888 2.83153 -2.16699
H 2.92388 0.03472 -0.77481
H -0.25368 -0.43071 3.59660
H -0.57009 1.19124 -2.61259
H 0.74472 1.90763 1.35870
H 0.11627 -2.19082 3.59395
H -5.15549 1.35002 -0.66367
H 1.13969 3.50443 -2.38541
H 1.66323 -4.07355 -0.34514
H 0.05039 -0.65430 -2.11984
H 2.44898 -3.23775 1.02165
H -1.57737 -1.62341 3.66300
H 1.97091 -1.26155 -2.81007
H 4.10129 -1.28692 -0.64014
H 1.72691 1.86389 -2.70870
H 2.63505 2.72368 -0.29724
H 1.32956 -2.90614 -2.54160
H 3.38312 -3.62929 -0.42416
H -1.12511 2.14853 2.15472
H 3.08278 -2.60836 -2.51782
H -3.37433 2.09037 3.18809
H -1.20551 -0.58234 -0.73682
H 3.14553 -0.81892 0.76479
H 1.29056 -1.71171 1.69950

=====

Record 2
ORCA calculation (ωB97M-V with the def2-TZVPD basis set) on a structure of composition C19H25CoF3O9.

Spin multiplicity: 4
Charge: 0
Total energy (hartree): -3098.54990
Expectation value of S²: 3.76
Lowest unoccupied orbital energy (spin up / spin down) (eV): 0.51 / 0.51
HOMO-LUMO gap (spin up / spin down) (eV): 8.192 / 8.296

Geometry (Å):
Co -0.16280 0.24984 -0.29620
F 1.88547 1.37475 -4.27995
F 0.76517 -0.20559 -5.25326
F -0.10502 1.77610 -5.04245
O -1.95892 0.94781 -0.47057
O 0.06832 -1.94775 -1.17988
O 0.68358 0.74902 -2.06224
O 1.70766 -0.52089 0.53134
O 0.25702 1.96470 0.79432
O -1.72431 -1.77305 0.62815
O -1.07065 -0.14209 -3.20603
O -0.52743 -0.26827 2.35972
O -4.48805 4.27124 -2.67150
C 2.13590 -1.73273 -0.10825
C -1.14808 -2.65504 -1.46035
C -1.77239 -0.83078 2.75740
C 0.99398 -2.66783 -0.39073
C -2.22272 2.20698 -0.65093
C -3.10501 4.87580 -0.89357
C -0.46412 2.96623 0.95035
C -2.13765 4.55447 0.01275
C -2.59498 -1.10712 1.52308
C 0.60682 -1.04560 2.68011
C -2.27517 -2.05857 -0.65267
C -3.59627 3.86544 -1.74763
C 0.01192 0.42874 -3.10402
C -4.91841 3.29448 -3.61681
C -0.06481 3.90907 2.05728
C 1.79338 -0.45306 1.96553
C -3.18408 2.55965 -1.61896
C -1.62201 3.24156 0.13137
C 0.66326 0.85524 -4.43306
H 2.70370 -0.94851 2.30150
H 2.57818 -1.42401 -1.05315
H -3.48321 5.88465 -1.00049
H 0.44790 -2.08634 2.38931
H -3.56168 1.75851 -2.24180
H -5.53162 3.81947 -4.34048
H -1.73857 5.34376 0.63921
H 1.37430 -3.53225 -0.93891
H 0.51714 -3.01963 0.52273
H -4.06694 2.83674 -4.12201
H -2.29054 -0.11824 3.39902
H -1.35607 -2.52991 -2.51721
H -0.78432 3.81418 2.87614
H -3.44782 -1.73969 1.78093
H -2.63378 -1.13816 -1.11921
H -0.05729 4.95148 1.73695
H -1.01148 -3.71257 -1.23354
H -3.09562 -2.77414 -0.56889
H -5.51151 2.51380 -3.13359
H 0.80541 -1.01929 3.75473
H 1.84920 0.60585 2.19955
H 0.92433 3.63492 2.41692
H -1.61332 -1.75196 3.32121
H -2.95544 -0.18002 1.07141
H 2.88986 -2.23310 0.49701

=====

Record 3
ORCA calculation (ωB97M-V with the def2-TZVPD basis set) on a structure of composition C19H25F6O5PS4Tb.

Spin multiplicity: 8
Charge: 0
Relative energy (zero: lowest compared OMol25 entry of this formula, charge and spin) (eV): 0.000
Total energy (hartree): -4473.16652
Expectation value of S²: 16.44
Lowest unoccupied orbital energy (spin up / spin down) (eV): -0.60 / -2.64
HOMO-LUMO gap (spin up / spin down) (eV): 7.913 / 5.875

Geometry (Å):
Tb -1.22545 -0.60709 -0.93923
S -1.90195 1.33681 1.78100
S 0.34068 2.31864 -1.55988
S -2.94549 2.53219 -1.20347
S 1.58812 1.91556 1.70214
P -3.88733 -0.91791 -2.40627
F -2.46796 -0.00339 -2.74851
F -4.08095 -1.19071 -3.93226
F -2.84676 -2.14162 -2.25481
F -3.45693 -0.57533 -0.74979
F -5.06929 -1.80351 -1.90146
F -4.72214 0.39699 -2.41500
O 1.20947 -4.40340 -3.50010
O -0.09916 -2.01086 -2.36572
O -1.00190 -5.58496 0.57549
O 0.39544 -6.73435 -1.81740
O -1.48171 -2.72400 -0.01285
C 3.50727 -1.68983 2.29145
C 0.50022 -4.39438 -2.53575
C 2.00244 2.64816 -0.94351
C -2.72043 2.91989 1.58352
C 0.79482 -0.77495 0.23991
C 2.96681 -2.21114 0.95208
C -3.65872 2.95415 0.38472
C 0.15686 -5.58614 -1.60729
C 0.37765 2.77269 2.70625
C -1.89022 3.92232 -1.60408
C -0.84197 -3.53683 -0.69762
C -0.73956 1.79626 3.08205
C 1.78049 -1.42616 0.56186
C 4.04645 -2.06423 -0.12927
C 2.13664 3.12954 0.50350
C -0.46967 3.83559 -1.06380
C -0.65501 -5.01539 -0.41679
C 2.59354 -3.69127 1.09754
C -0.14868 -3.17578 -1.92667
H 0.11783 4.67620 -1.44360
H -0.31645 0.85751 3.44153
H 3.19052 3.35643 0.67123
H -2.37421 4.83867 -1.25804
H 3.76563 -0.63122 2.22486
H 4.39262 -1.03083 -0.19612
H 3.66414 -2.35391 -1.10970
H 1.77413 -3.83090 1.80439
H 2.76451 -1.80354 3.08346
H -1.32956 2.20729 3.90439
H -4.12330 3.93972 0.31065
H -3.29154 3.12867 2.49143
H 1.60190 4.06687 0.65762
H 2.29128 -4.11139 0.13215
H 4.40349 -2.24679 2.57986
H 2.54905 1.71504 -1.08700
H -4.46953 2.23282 0.50883
H -1.87350 3.96021 -2.69423
H 3.45925 -4.26048 1.44484
H -0.48084 3.88994 0.02376
H -1.97081 3.70226 1.47813
H 2.45620 3.39242 -1.60209
H -0.01266 3.63658 2.16844
H 4.90358 -2.70015 0.10816
H 0.82265 3.15300 3.62706

=====

Record 4
ORCA calculation (ωB97M-V with the def2-TZVPD basis set) on the molecule C19H25FN2O5S.

Charge: 0
SMILES: O=C(c1cc(S(=O)(=O)N2CCCCC2)ccc1F)N1CCC2(CC1)OCCO2
Relative energy (zero: lowest compared OMol25 entry of this formula, charge and spin) (eV): 0.000
Total energy (hartree): -1722.78591
Lowest unoccupied orbital energy (eV): 0.63
HOMO-LUMO gap (eV): 10.148

Geometry (Å):
S -0.33140 -2.49343 -2.83201
F 0.78878 2.63576 -0.20035
O 2.41928 1.15096 5.01447
O -0.30082 -3.54816 -1.86492
O -1.82854 0.88361 1.44120
O 0.47132 -2.60452 -4.01287
O 2.61231 3.33603 4.49305
N -1.90287 -2.28499 -3.30748
N 0.23713 0.68789 2.33725
C -0.20921 1.01616 3.67420
C -4.27005 -2.56916 -2.86867
C -4.58232 -1.54241 -3.95427
C 2.40827 1.74629 2.65161
C 0.47575 2.29189 4.15784
C 0.94556 1.27746 -2.10946
C -0.63303 0.70049 1.31364
C -3.47425 -1.55726 -5.00437
C -0.30065 -0.77241 -0.69565
C -2.89957 -2.27836 -2.26166
C 0.54966 1.44995 -0.79387
C 3.68305 1.52959 5.51433
C 0.08951 -0.95077 -2.00820
C 0.70273 0.06047 -2.72343
C 3.84402 3.00568 5.09462
C 1.66021 0.47979 2.23418
C 1.99693 2.13442 4.08717
C -2.12556 -1.29772 -4.33709
C -0.06835 0.44142 -0.06081
H -4.25837 -3.56867 -3.30474
H 2.16055 2.57665 1.99040
H -0.76937 -1.58637 -0.16613
H -2.61340 -3.05166 -1.54849
H 1.42624 2.08991 -2.63101
H -1.30713 -1.39622 -5.05082
H 0.04569 0.19138 4.34677
H -1.29192 1.14648 3.64194
H -5.02592 -2.54017 -2.08312
H -5.54310 -1.76769 -4.41952
H 1.92586 0.19029 1.21634
H -2.92172 -1.30335 -1.74844
H 0.19216 2.50210 5.18821
H 3.99321 3.67651 5.94206
H -2.11169 -0.28074 -3.91083
H 1.93742 -0.33280 2.91639
H -3.65440 -0.79692 -5.76545
H 0.99370 -0.12565 -3.74467
H 3.66926 1.39937 6.59897
H -4.64805 -0.54791 -3.50646
H -3.44452 -2.53391 -5.48852
H 4.66911 3.13246 4.38261
H 0.19592 3.14052 3.53423
H 4.47079 0.89869 5.08551
H 3.48371 1.57053 2.60855